1.
The following is a quantum chemistry calculation of an isolated molecule of C5H3NS2, from the OMol25 dataset.

ORCA input file:
```
! wB97M-V def2-TZVPD RIJCOSX def2/J DEFGRID3
* xyz 0 1
C -1.921 1.599 0.151
C -1.080 0.738 0.159
C 0.026 -0.240 0.064
S -0.670 -1.690 -0.821
C 0.523 -0.587 1.403
N 0.694 -1.042 2.461
C 1.179 0.344 -0.770
S 2.693 0.205 -0.324
H -2.711 2.316 0.092
H 0.445 -2.419 -0.702
H 0.822 0.777 -1.713
*
```

energy relative to the best compared isomer or geometry (same formula, charge and spin): 1.9 kcal/mol
structure (SMILES): C#C[C@](S)(C#N)C=S
HOMO level: -9.5 eV


2.
The following is a quantum chemistry calculation of an isolated molecule of C5H4, from the OMol25 dataset.

ORCA input file:
```
! wB97M-V def2-TZVPD RIJCOSX def2/J DEFGRID3
* xyz 0 1
C -1.620 -0.354 -0.017
C -0.172 -0.042 0.008
C 0.994 0.424 0.016
C 2.263 0.869 0.022
C 3.505 1.074 0.015
H -1.950 -0.942 0.844
H -1.939 -0.848 -0.940
H -2.161 0.605 0.031
H 1.081 -0.785 0.020
*
```

energy relative to the best compared isomer or geometry (same formula, charge and spin): 90.8 kcal/mol
HOMO level: -9.0 eV


Question: Number 1 is which compound?
Answer: C5H3NS2